A 10-piece molecular cluster, CH21O10 overall in a non-equilibrium geometry. Source: the OMol25 dataset; level of theory: the ωB97M-V functional and the def2-TZVPD basis.

Last column: Mulliken charge in e.
Element x y z (Å)
C 0.409 0.565 -0.291  -0.367
O 0.224 -0.788 -0.653  -0.582
H 1.335 0.864 0.201  0.066
H 0.491 1.153 -1.205  0.391
H -0.468 0.870 0.279  -0.056
O -0.334 -1.134 -3.528  -0.680
H 0.048 -0.958 -2.668  0.349
H 0.115 -1.922 -3.834  0.279
O 2.465 3.455 -1.971  -0.633
H 2.965 2.671 -1.742  0.314
H 2.232 3.846 -1.129  0.304
O -3.693 0.606 1.265  -0.678
H -4.023 0.477 0.376  0.354
H -2.748 0.468 1.192  0.334
O -2.811 0.514 -1.614  -0.676
H -1.988 0.218 -1.225  0.281
H -2.966 -0.093 -2.338  0.326
O -2.087 -2.580 -0.234  -0.682
H -1.600 -3.322 0.125  0.301
H -1.428 -1.897 -0.357  0.279
O -0.432 1.174 2.900  -0.598
H 0.225 1.690 2.433  0.270
H -0.963 1.823 3.362  0.278
O -0.166 -1.494 2.247  -0.665
H -0.119 -0.656 2.708  0.343
H -0.240 -1.256 1.323  0.250
O 2.846 -1.553 -1.395  -0.690
H 3.238 -0.984 -0.732  0.258
H 1.903 -1.478 -1.249  0.359
O 2.664 -0.447 2.666  -0.623
H 2.554 0.291 3.265  0.307
H 2.352 -0.120 1.822  0.289

The calculation puts the energy relative to the best compared isomer or geometry (same formula, charge and spin) at 107.1 kJ/mol. The total energy comes out at -803.12478 Ha. Its HOMO-LUMO gap is 7.4 eV. For the largest force on an atom, the calculation gives 2.4 eV Å⁻¹. For the LUMO energy, the calculation gives 2.343 eV. The total charge is -1. The HOMO energy is -5.1 eV.